No. 1
Here is a 7-piece molecular cluster, H14O7 overall from OMol25. Energies are from ωB97M-V/def2-TZVPD.

Each line ends with the Mulliken charge.
CARTESIAN COORDINATES (ANGSTROEM)
O (-3.732, -0.825, 0.568)  -0.62
O (2.551, 1.519, 1.603)  -0.66
O (-0.206, 0.906, -0.155)  -0.72
O (-0.703, -1.496, 1.227)  -0.68
O (2.094, -1.070, 0.996)  -0.68
O (-2.425, -0.162, -1.677)  -0.66
O (2.016, 0.794, -1.924)  -0.70
H (-2.131, -0.551, -2.449)  0.28
H (-3.352, -0.332, 1.300)  0.30
H (-1.151, -1.103, 1.941)  0.27
H (2.137, 2.307, 1.228)  0.32
H (0.481, 0.904, -0.790)  0.39
H (1.673, 0.612, -2.801)  0.31
H (-1.359, -1.706, 0.521)  0.33
H (2.520, -0.014, -1.749)  0.35
H (-0.358, 0.080, 0.306)  0.40
H (-3.195, -0.608, -0.165)  0.33
H (2.162, -0.125, 0.988)  0.36
H (1.160, -1.213, 0.976)  0.38
H (-1.674, 0.404, -1.427)  0.39
H (3.490, 1.689, 1.493)  0.31

SMILES: O.O.O.O.O.O.O
Energy, hartree: -535.0702
Frontier orbital gap, eV: 10.68
HOMO level, eV: -10.6



No. 2
Here is a 7-piece molecular cluster, H14O7 overall from OMol25. Energies are from ωB97M-V/def2-TZVPD.

Each line ends with the Mulliken charge.
CARTESIAN COORDINATES (ANGSTROEM)
O (2.092, -1.699, 1.015)  -0.76
O (1.611, 1.802, -0.800)  -0.76
O (0.026, -0.030, 0.288)  -1.08
O (-3.788, -0.157, -0.313)  -0.77
O (3.628, 0.084, -0.312)  -0.75
O (-1.592, -1.085, -1.608)  -0.76
O (-2.230, 0.818, 1.697)  -0.74
H (3.184, -0.641, 0.187)  0.45
H (-2.441, -0.698, -1.194)  0.43
H (-0.517, -0.442, -0.443)  0.53
H (1.996, -2.510, 0.492)  0.33
H (1.279, -1.149, 0.771)  0.48
H (-1.488, -0.640, -2.448)  0.31
H (0.558, 0.708, -0.110)  0.42
H (-2.156, 0.210, 2.443)  0.33
H (-1.387, 0.643, 1.188)  0.47
H (-3.299, 0.138, 0.513)  0.44
H (1.706, 2.481, -0.070)  0.33
H (2.402, 1.196, -0.705)  0.44
H (4.499, 0.321, 0.158)  0.33
H (-4.083, 0.651, -0.750)  0.34

SMILES: O.O.O.O.O.O.O
Energy, hartree: -535.1101
Frontier orbital gap, eV: 12.01
HOMO level, eV: -11.4



No. 3
Here is a 7-piece molecular cluster, H14O7 overall from OMol25. Energies are from ωB97M-V/def2-TZVPD.

Each line ends with the Mulliken charge.
CARTESIAN COORDINATES (ANGSTROEM)
O (0.490, 0.125, 1.940)  -0.76
O (0.950, 1.391, -1.379)  -0.81
O (-1.145, 1.890, 0.399)  -0.74
O (-0.989, -1.828, 0.522)  -0.82
O (0.853, -1.322, -1.336)  -0.77
O (-2.671, -0.047, -0.551)  -0.78
O (2.713, -0.031, 0.240)  -0.72
H (3.512, 0.072, 0.750)  0.29
H (1.867, 1.229, -0.994)  0.40
H (0.313, 1.586, -0.613)  0.46
H (1.665, -1.301, -0.825)  0.36
H (-0.280, 0.761, 1.751)  0.34
H (-2.805, -0.284, -1.540)  0.33
H (-0.314, -1.788, -0.221)  0.46
H (-1.300, -2.755, 0.448)  0.32
H (-1.591, 2.752, 0.522)  0.30
H (-1.788, 1.332, -0.076)  0.43
H (1.952, 0.077, 0.873)  0.44
H (-2.226, -0.803, -0.135)  0.42
H (0.754, -0.359, -1.487)  0.45
H (0.040, -0.696, 1.711)  0.39

SMILES: O.O.O.O.O.O.O
Energy, hartree: -535.1110
Frontier orbital gap, eV: 11.36
HOMO level, eV: -10.9



No. 4
Here is a 7-piece molecular cluster, H14O7 overall from OMol25. Energies are from ωB97M-V/def2-TZVPD.

Each line ends with the Mulliken charge.
CARTESIAN COORDINATES (ANGSTROEM)
O (0.486, 2.884, -2.985)  -0.63
O (-2.364, 2.296, 1.938)  -0.65
O (-1.814, -4.531, -4.007)  -0.64
O (0.097, -1.044, -0.067)  -0.67
O (4.334, -1.828, -1.285)  -0.64
O (1.258, 3.739, 3.103)  -0.64
O (-1.580, -1.255, 4.268)  -0.64
H (4.328, -2.220, -2.158)  0.32
H (1.181, 4.634, 3.434)  0.32
H (-0.186, 3.147, -3.614)  0.32
H (0.626, 3.693, 2.385)  0.33
H (-1.062, -5.071, -4.249)  0.32
H (-0.646, -1.251, 4.060)  0.32
H (0.310, -0.228, -0.519)  0.33
H (-2.537, 2.596, 2.830)  0.32
H (-0.387, -1.558, -0.713)  0.33
H (3.411, -1.775, -1.039)  0.32
H (-2.150, 1.368, 2.035)  0.33
H (-1.936, -1.983, 3.759)  0.32
H (1.196, 3.513, -3.116)  0.32
H (-2.564, -5.124, -4.061)  0.32

SMILES: O.O.O.O.O.O.O
Energy, hartree: -535.0449
Frontier orbital gap, eV: 11.78
HOMO level, eV: -11.3



No. 5
Here is a 7-piece molecular cluster, H14O7 overall from OMol25. Energies are from ωB97M-V/def2-TZVPD.

Each line ends with the Mulliken charge.
CARTESIAN COORDINATES (ANGSTROEM)
O (1.108, -3.471, -0.573)  -0.59
O (-3.498, -1.223, -3.478)  -0.65
O (-0.436, 3.133, -0.209)  -0.54
O (3.987, -3.832, 1.355)  -0.63
O (2.278, 1.428, 0.680)  -0.55
O (-3.292, 3.423, 1.601)  -0.63
O (0.179, 0.289, 0.000)  -0.56
H (-2.588, 4.075, 1.418)  0.33
H (-2.805, 2.560, 1.640)  0.30
H (-3.267, -0.255, -3.258)  0.33
H (-4.326, -1.505, -3.139)  0.32
H (0.454, -4.136, -0.873)  0.32
H (0.525, -2.761, -0.691)  0.28
H (-0.622, 0.797, 0.125)  0.25
H (0.214, -0.266, 0.729)  0.30
H (4.336, -3.226, 2.030)  0.32
H (3.244, -3.231, 0.970)  0.31
H (3.115, 1.721, 0.185)  0.30
H (-1.004, 2.452, -0.011)  0.20
H (2.550, 0.531, 0.845)  0.29
H (-0.151, 3.497, 0.655)  0.31

SMILES: O.O.O.O.O.O.O
Energy, hartree: -534.9937
Frontier orbital gap, eV: 10.86
HOMO level, eV: -11.0



No. 6
Here is a 7-piece molecular cluster, H14O7 overall from OMol25. Energies are from ωB97M-V/def2-TZVPD.

Each line ends with the Mulliken charge.
CARTESIAN COORDINATES (ANGSTROEM)
O (0.924, 0.562, 2.707)  -0.60
O (2.952, 0.736, -1.497)  -0.66
O (-3.069, -1.115, 0.778)  -0.58
O (-1.999, 1.624, 0.068)  -0.67
O (-0.297, -0.614, -0.303)  -0.61
O (1.077, -2.543, -1.400)  -0.64
O (1.005, 1.903, -0.263)  -0.54
H (0.999, -3.476, -1.292)  0.29
H (0.963, 2.849, -0.301)  0.26
H (-3.730, -0.461, 0.906)  0.28
H (1.295, 0.133, 1.937)  0.31
H (0.111, 1.725, -0.089)  0.28
H (2.192, 0.637, -0.952)  0.42
H (1.975, -2.396, -1.184)  0.31
H (-2.889, 1.603, -0.298)  0.34
H (-3.433, -1.975, 0.783)  0.26
H (0.222, -1.186, -0.847)  0.32
H (-1.627, 0.773, -0.086)  0.41
H (-1.090, -1.039, -0.018)  0.25
H (2.748, 1.584, -1.937)  0.28
H (1.662, 0.669, 3.286)  0.29

SMILES: O.O.O.O.O.O.O
Energy, hartree: -535.0536
Frontier orbital gap, eV: 10.84
HOMO level, eV: -10.5



No. 7
Here is H14O7 as an isolated structure from OMol25. Energies are from ωB97M-V/def2-TZVPD.

Each line ends with the Mulliken charge.
CARTESIAN COORDINATES (ANGSTROEM)
O (12.471, 4.721, 5.255)  -0.70
O (13.881, 5.830, 7.158)  -0.58
O (14.312, 3.183, 6.754)  -0.76
O (15.480, 7.633, 8.494)  -0.69
O (13.085, 6.776, 8.851)  -0.77
O (12.357, 3.546, 7.152)  -0.56
O (14.978, 7.680, 6.303)  -0.62
H (13.396, 3.248, 7.024)  0.49
H (13.558, 4.936, 7.044)  0.05
H (15.421, 8.526, 6.358)  0.30
H (15.191, 8.486, 8.818)  0.27
H (12.368, 7.243, 8.422)  0.23
H (14.949, 7.481, 7.712)  0.46
H (11.581, 3.863, 6.688)  0.20
H (14.189, 6.088, 6.290)  0.47
H (12.025, 3.244, 7.997)  0.32
H (14.371, 2.340, 6.306)  0.24
H (12.897, 4.053, 5.792)  0.62
H (12.106, 4.237, 4.514)  0.29
H (15.077, 7.415, 5.388)  0.22
H (13.589, 6.396, 8.131)  0.52

Energy, hartree: -534.8342
Frontier orbital gap, eV: 8.48
HOMO level, eV: -8.6



No. 8
Here is a 7-piece molecular cluster, H14O7 overall from OMol25. Energies are from ωB97M-V/def2-TZVPD.

Each line ends with the Mulliken charge.
CARTESIAN COORDINATES (ANGSTROEM)
O (-3.936, -1.415, -0.219)  -0.65
O (3.923, -1.561, -0.918)  -0.62
O (0.721, -1.975, 2.149)  -0.61
O (1.690, 4.682, 0.785)  -0.62
O (1.020, -0.660, 0.392)  -0.70
O (0.362, 0.478, -1.536)  -0.68
O (-4.218, 1.038, -0.102)  -0.60
H (1.371, -2.367, 1.499)  0.30
H (-4.794, 0.340, -0.101)  0.31
H (1.245, 4.790, -0.070)  0.33
H (-0.011, -1.700, 1.508)  0.35
H (1.370, -1.223, -0.224)  0.37
H (0.783, 1.287, -1.214)  0.26
H (-3.253, -0.759, -0.393)  0.35
H (1.762, -0.046, 0.530)  0.27
H (-3.425, -2.129, 0.108)  0.29
H (3.800, -2.513, -0.574)  0.32
H (0.030, -0.087, -0.736)  0.43
H (1.875, 3.800, 0.948)  0.30
H (4.600, -1.706, -1.584)  0.31
H (-4.913, 1.726, -0.247)  0.30

SMILES: O.O.O.O.O.O.O
Energy, hartree: -534.9656
Frontier orbital gap, eV: 9.85
HOMO level, eV: -9.9



No. 9
Here is H14O7 as an isolated structure from OMol25. Energies are from ωB97M-V/def2-TZVPD.

Each line ends with the Mulliken charge.
CARTESIAN COORDINATES (ANGSTROEM)
O (-0.945, 1.059, 2.307)  -0.65
O (-2.305, -2.649, -0.699)  -0.61
O (1.174, 2.156, -0.024)  -0.70
O (0.362, 0.828, -2.036)  -0.66
O (1.688, -0.038, 1.534)  -0.70
O (-1.014, 0.035, -0.638)  -0.11
O (0.908, -1.597, -0.662)  -0.57
H (0.553, 1.039, -2.958)  0.33
H (0.884, -0.850, -1.283)  0.39
H (0.988, 1.329, -1.476)  0.45
H (-0.917, 1.597, 3.115)  0.34
H (2.567, -0.342, 1.792)  0.31
H (1.420, 1.380, 0.492)  0.33
H (-0.029, 0.771, 2.249)  0.35
H (0.503, -2.328, -1.129)  0.37
H (1.294, -0.768, 1.013)  0.35
H (-2.161, -3.085, 0.160)  0.34
H (1.256, 2.894, 0.568)  0.35
H (-1.020, 0.032, 0.336)  0.41
H (-0.262, 0.597, -0.972)  0.40
H (-2.662, -1.796, -0.465)  0.29

⟨S²⟩: 0.76
Energy, hartree: -534.6801
2S+1: 2
Net charge: +1
Frontier orbital gap (alpha / beta), eV: 11.82 / 5.74
HOMO level (alpha / beta), eV: -15.1 / -15.0



No. 10
Here is a 7-piece molecular cluster, H14O7 overall from OMol25. Energies are from ωB97M-V/def2-TZVPD.

Each line ends with the Mulliken charge.
CARTESIAN COORDINATES (ANGSTROEM)
O (3.567, 2.632, -1.795)  -0.63
O (-0.199, 0.325, -0.400)  -0.74
O (-3.031, -2.438, 0.519)  -0.44
O (-2.936, -0.189, 2.057)  -0.65
O (-1.023, -0.794, -2.654)  -0.22
O (2.536, 0.305, -1.174)  -0.77
O (-0.030, -0.141, 2.415)  -0.67
H (-3.700, -2.206, 1.163)  0.39
H (-0.709, -0.137, -3.276)  0.42
H (0.750, 0.380, 2.606)  0.30
H (2.605, -0.507, -0.672)  0.35
H (0.750, 0.431, -0.472)  0.38
H (2.680, 0.039, -2.082)  0.32
H (-0.762, -0.456, -1.797)  0.49
H (3.775, 3.359, -1.209)  0.34
H (3.226, 1.949, -1.218)  0.36
H (0.197, -1.026, 2.701)  0.34
H (-2.151, -0.637, 2.371)  0.37
H (-2.686, 0.734, 2.016)  0.29
H (-2.520, -1.637, 0.405)  0.37
H (-0.339, 0.017, 0.495)  0.40

⟨S²⟩: 0.76
Energy, hartree: -534.6600
2S+1: 2
Net charge: +1
Frontier orbital gap (alpha / beta), eV: 10.19 / 2.46
HOMO level (alpha / beta), eV: -13.7 / -13.7



No. 11
Here is a 5-piece molecular cluster, H15N5 overall from OMol25. Energies are from ωB97M-V/def2-TZVPD.

Each line ends with the Mulliken charge.
CARTESIAN COORDINATES (ANGSTROEM)
N (0.704, 2.386, -0.536)  -0.66
N (-4.312, 0.634, -0.377)  -0.64
N (3.536, 2.362, -4.490)  -0.65
N (1.419, -4.139, 3.454)  -0.60
N (-1.262, -0.970, 2.099)  -0.62
H (-4.414, 1.420, -1.017)  0.22
H (2.175, -3.836, 2.853)  0.21
H (3.656, 1.428, -4.135)  0.21
H (-0.238, 2.399, -0.175)  0.21
H (1.051, 3.331, -0.422)  0.23
H (-0.307, -1.093, 1.776)  0.22
H (-1.938, -0.892, 1.352)  0.20
H (-4.403, -0.227, -0.915)  0.22
H (2.716, 2.782, -4.087)  0.22
H (0.566, -3.605, 3.375)  0.18
H (-1.313, -1.675, 2.796)  0.21
H (1.216, -5.097, 3.564)  0.20
H (-3.493, 0.647, 0.213)  0.20
H (1.268, 1.914, 0.160)  0.22
H (3.375, 2.231, -5.488)  0.21

SMILES: N.N.N.N.N
Energy, hartree: -282.7380
Frontier orbital gap, eV: 10.36
HOMO level, eV: -9.8



No. 12
Here is a 7-piece molecular cluster, H15O7 overall from OMol25. Energies are from ωB97M-V/def2-TZVPD.

Each line ends with the Mulliken charge.
CARTESIAN COORDINATES (ANGSTROEM)
O (0.110, -1.144, -3.122)  -0.69
O (-2.378, 0.783, 2.566)  -0.68
O (1.272, 1.390, -1.205)  -0.56
O (-0.495, -1.077, -0.497)  -0.25
O (-1.760, 1.253, -0.083)  -0.66
O (0.284, -0.296, 1.940)  -0.72
O (2.240, -1.316, 0.054)  -0.56
H (0.418, -1.396, -0.333)  0.46
H (-2.038, 1.436, 3.129)  0.34
H (2.997, -1.402, -0.484)  0.29
H (0.669, 0.580, 2.012)  0.33
H (-2.489, 1.824, -0.238)  0.33
H (-0.572, -0.824, -3.710)  0.33
H (1.138, -0.625, 2.148)  0.26
H (-0.480, -0.793, -1.461)  0.51
H (1.762, 1.287, -0.391)  0.27
H (-0.687, -0.283, 0.044)  0.44
H (0.426, -1.994, -3.410)  0.31
H (-1.960, 1.043, 0.825)  0.31
H (0.512, 1.947, -0.964)  0.31
H (2.615, -0.663, 0.655)  0.27
H (-1.587, 0.264, 2.520)  0.38

Energy, hartree: -535.4018
Net charge: +1
Frontier orbital gap, eV: 11.48
HOMO level, eV: -15.1



Energy relative to the best compared isomer or geometry (same formula, charge and spin) in kcal/mol, matching the order above: 33.7; 8.6; 8.1; 49.5; 81.6; 44.1; 181.7; 99.3; 14.3; 26.9; 10.5; 53.4